(1)
{"formula": "C37H61BrClN3O14", "method": "the ωB97M-V functional and the def2-TZVPD basis", "lumo_ha": 0.0035, "largest_force_ev_per_a": 1.49, "homo_lumo_gap_ev": 9.9, "spin_multiplicity": 1, "elements": ["Br", "Cl", "O", "O", "O", "O", "O", "O", "O", "O", "O", "O", "O", "O", "O", "O", "N", "N", "N", "C", "C", "C", "C", "C", "C", "C", "C", "C", "C", "C", "C", "C", "C", "C", "C", "C", "C", "C", "C", "C", "C", "C", "C", "C", "C", "C", "C", "C", "C", "C", "C", "C", "C", "C", "C", "C", "H", "H", "H", "H", "H", "H", "H", "H", "H", "H", "H", "H", "H", "H", "H", "H", "H", "H", "H", "H", "H", "H", "H", "H", "H", "H", "H", "H", "H", "H", "H", "H", "H", "H", "H", "H", "H", "H", "H", "H", "H", "H", "H", "H", "H", "H", "H", "H", "H", "H", "H", "H", "H", "H", "H", "H", "H", "H", "H", "H", "H"], "positions_angstrom": [[4.207483, -1.155497, 0.693319], [1.932710, 1.256992, -0.621613], [4.342434, 6.350705, -7.361665], [-2.792695, -7.366631, 1.810763], [-3.846462, 2.361913, 5.159029], [3.084319, 3.584662, -2.002861], [-2.725365, 3.028128, 6.922558], [7.929311, 2.584170, -3.866273], [-5.805237, -3.390919, -0.335708], [6.810141, 1.981085, -5.651356], [4.182575, 5.153124, -0.937469], [-6.613887, -3.473557, 6.325248], [-5.249429, -1.982559, 1.247957], [6.200041, 7.033126, -6.415015], [-2.457530, -5.432075, 2.782998], [-7.720002, -4.695228, 4.870593], [-2.103761, -0.401465, -0.462833], [1.277800, -3.365435, 1.285166], [2.420983, 1.015186, 2.855604], [-0.788602, -0.126724, -0.417133], [-5.079250, -4.262770, 1.857354], [-1.725814, -9.561250, 1.739537], [5.019854, 6.839411, -6.305060], [2.002722, 7.046057, -7.456940], [-1.874867, -0.992300, 1.882909], [-3.064752, 3.254842, 5.794455], [1.517018, 0.021891, 0.618210], [-0.523417, -0.707101, 1.905312], [1.997691, 0.583219, 1.883232], [-1.974977, -6.367979, 2.207104], [5.300624, 5.590090, -0.158079], [-4.461614, 2.620376, 3.891618], [-5.361234, -3.132891, 0.905207], [-3.538984, 2.302930, 2.736166], [4.121617, 3.933820, -1.504196], [-0.487128, -6.483780, 1.985061], [7.564197, 2.869120, -4.975135], [4.271141, 7.194247, -5.040973], [7.072771, 2.094255, -8.076901], [2.982832, 5.906535, -7.277967], [-7.029426, -5.492494, -0.525779], [1.800136, -2.479039, 0.780443], [-6.090292, -5.875929, 6.116671], [0.028603, -0.271467, 0.690161], [6.159236, 2.295627, -6.886879], [-5.792839, -4.703785, -0.901499], [-2.575289, 4.475574, 5.048606], [7.969004, 4.156267, -5.647631], [-6.889512, -4.649218, 5.736430], [-4.315914, -3.253866, 7.114844], [-2.363048, -8.432310, 0.957833], [2.328927, -1.249445, 0.197984], [5.364948, 3.083123, -1.570475], [-5.781702, -3.350647, 7.482309], [6.399559, 6.172453, -1.022430], [-2.579046, -0.837783, 0.703058], [6.059698, 3.242387, -0.750176], [-6.728475, -6.746172, 5.987832], [7.209239, 6.555929, -0.401475], [-2.384557, -1.340500, 2.768288], [-5.767380, -4.543313, -1.978323], [-3.271729, -8.785733, 0.472670], [-3.710228, -3.094287, 8.007169], [-4.060687, 2.450778, 1.789472], [5.874206, 3.281049, -2.512705], [-0.340740, 0.229521, -1.336433], [-0.038819, -6.934713, 2.869822], [2.098516, 7.787271, -6.663587], [3.386758, 6.588525, -4.859980], [-4.155275, -2.421507, 6.430055], [7.454185, 1.073238, -8.089175], [5.661267, 4.785813, 0.483461], [-3.635857, -1.106219, 0.733426], [2.186596, 7.555069, -8.402915], [-3.964152, -4.157951, 6.617049], [6.532615, 2.277934, -9.005868], [8.068348, 4.924381, -4.885261], [-4.744292, -5.176965, 1.376350], [-5.738920, -5.877603, 7.145696], [-2.652062, 2.938091, 2.742370], [-4.872416, -5.227646, -0.639350], [-0.819893, -9.234748, 2.250112], [4.898764, 6.358789, 0.499867], [5.319887, 1.604154, -6.943187], [-4.841994, 3.641866, 3.847885], [2.237194, -1.322151, -0.881056], [-1.711525, -8.055675, 0.168313], [2.872119, 5.192638, -8.092614], [6.007558, 6.989747, -1.628738], [-1.610083, 4.244818, 4.599444], [2.813054, 5.355276, -6.352142], [-5.328908, 1.962969, 3.862981], [-0.212005, -7.064246, 1.107492], [-2.415117, -9.927725, 2.500036], [6.812953, 5.427812, -1.703605], [-6.104000, -2.427832, 7.961279], [-5.981069, -4.465419, 2.438612], [0.979462, 6.670497, -7.454244], [-3.255019, 4.828380, 4.276887], [0.092723, -0.830526, 2.783519], [7.244406, 4.517739, -6.372310], [-0.083021, -5.481852, 1.860367], [-7.090413, -5.655371, 0.550134], [8.932596, 4.018856, -6.136566], [-7.926323, -4.950312, -0.824668], [-7.025655, -6.463753, -1.021865], [-4.287067, -3.954369, 2.529296], [7.931920, 2.763802, -8.041535], [5.068455, 2.037295, -1.547274], [5.737071, 3.301409, -6.856620], [-5.236872, -5.958125, 5.443493], [-1.467725, -10.385738, 1.074627], [4.943367, 7.051884, -4.198667], [-5.981296, -4.157384, 8.189068], [3.984675, 8.244084, -5.089625], [-3.194824, 1.270790, 2.769620], [-2.445855, 5.280279, 5.767458]], "atomic_forces_ev_per_a": [[-0.05, 0.07, -0.33], [-0.02, 0.08, 0.05], [0.13, -0.23, -0.11], [-0.24, 0.10, -0.12], [-0.19, -0.10, 0.12], [-0.10, 0.10, -0.08], [-0.02, -0.06, 0.04], [-0.05, -0.05, 0.11], [0.12, 0.17, -0.22], [-0.19, -0.11, 0.13], [-0.21, 0.07, 0.10], [-0.29, 0.16, 0.00], [-0.34, -0.10, -0.07], [0.05, -0.10, -0.07], [-0.03, -0.05, 0.12], [-0.05, 0.16, -0.05], [1.20, -0.07, 0.87], [0.13, -0.29, -0.04], [-0.05, 0.10, 0.23], [-0.09, 0.02, -0.65], [0.16, -0.06, -0.18], [0.05, 0.05, 0.13], [-0.09, 0.24, 0.20], [0.07, 0.13, 0.03], [0.73, 0.00, 0.33], [0.20, 0.09, -0.08], [0.15, 0.08, -0.27], [-0.17, 0.09, -0.87], [0.09, -0.25, -0.02], [0.33, -0.04, 0.11], [0.20, 0.11, 0.03], [0.01, -0.10, -0.17], [-0.17, -0.10, 0.45], [0.15, 0.10, -0.09], [0.23, -0.14, -0.12], [-0.03, 0.14, -0.37], [0.21, 0.12, -0.14], [-0.02, -0.35, 0.11], [0.14, 0.00, 0.05], [-0.22, 0.03, 0.00], [-0.05, 0.04, 0.14], [-0.34, 0.38, 0.24], [-0.18, -0.08, 0.34], [-0.07, 0.08, 0.55], [-0.02, 0.01, -0.20], [-0.10, -0.19, -0.05], [-0.31, 0.20, 0.04], [-0.37, 0.20, 0.06], [0.26, -0.30, -0.10], [0.02, -0.08, -0.13], [0.08, -0.18, -0.03], [-0.01, -0.25, 0.28], [-0.09, -0.13, 0.35], [0.22, 0.04, 0.08], [-0.03, -0.08, -0.16], [-1.45, -0.20, -0.25], [0.07, 0.10, -0.10], [0.01, 0.02, -0.17], [-0.01, 0.01, 0.01], [-0.09, -0.05, 0.02], [0.00, 0.10, 0.01], [-0.05, 0.06, 0.04], [-0.01, 0.02, 0.01], [0.00, 0.01, 0.00], [0.08, -0.04, 0.02], [-0.10, 0.06, -0.08], [0.00, -0.03, 0.01], [-0.04, -0.05, 0.05], [-0.06, 0.10, -0.05], [-0.02, 0.05, 0.05], [-0.06, -0.02, -0.01], [0.00, -0.04, -0.05], [0.38, 0.30, -0.21], [-0.02, -0.05, -0.03], [0.00, -0.03, 0.06], [-0.02, 0.00, 0.01], [0.14, -0.06, 0.04], [-0.12, -0.07, 0.04], [0.13, 0.07, -0.06], [-0.04, 0.06, -0.03], [-0.02, 0.01, 0.07], [0.04, 0.00, -0.07], [-0.09, -0.01, -0.04], [0.02, -0.04, 0.09], [0.07, 0.03, 0.02], [0.22, 0.02, -0.10], [0.04, 0.02, 0.05], [0.09, 0.01, -0.03], [-0.01, 0.05, 0.06], [0.00, -0.01, -0.02], [0.02, 0.05, 0.03], [0.02, -0.04, 0.09], [0.01, -0.11, 0.10], [-0.04, -0.02, -0.04], [0.05, -0.03, 0.07], [-0.07, 0.02, -0.07], [-0.02, 0.01, -0.03], [0.00, -0.02, 0.00], [0.08, -0.09, -0.09], [-0.05, 0.02, 0.14], [0.13, 0.00, -0.11], [-0.02, 0.01, 0.15], [0.05, -0.05, 0.00], [0.00, -0.03, -0.01], [0.01, -0.01, -0.06], [0.01, 0.01, -0.02], [-0.08, 0.09, 0.08], [-0.05, 0.06, -0.03], [-0.07, 0.02, -0.16], [0.06, 0.02, 0.00], [0.02, 0.01, 0.00], [-0.01, 0.00, -0.01], [0.08, 0.13, -0.05], [0.01, -0.04, -0.05], [-0.01, 0.01, 0.00], [-0.11, -0.04, 0.09], [0.13, -0.08, 0.07]], "lowdin_charge": [0.787, 0.800, -0.007, -0.009, -0.001, 0.034, 0.104, 0.092, 0.011, 0.001, -0.001, 0.002, 0.068, 0.098, 0.094, 0.097, 0.102, 0.213, 0.208, -0.114, 0.024, -0.064, -0.528, -0.062, -0.046, -0.533, -0.746, -0.013, -0.312, -0.514, -0.231, -0.230, -0.503, -0.056, -0.536, 0.016, -0.529, 0.023, -0.060, -0.237, -0.061, -0.272, 0.014, -0.233, -0.232, -0.233, 0.010, 0.019, -0.534, -0.060, -0.238, -0.671, 0.025, -0.235, -0.060, -0.132, 0.078, 0.089, 0.083, 0.115, 0.122, 0.122, 0.082, 0.088, 0.077, 0.089, 0.099, 0.069, 0.074, 0.083, 0.083, 0.115, 0.079, 0.084, 0.068, 0.082, 0.090, 0.061, 0.069, 0.071, 0.110, 0.068, 0.123, 0.123, 0.112, 0.096, 0.113, 0.122, 0.075, 0.096, 0.113, 0.124, 0.073, 0.084, 0.068, 0.123, 0.097, 0.083, 0.068, 0.121, 0.058, 0.052, 0.071, 0.099, 0.084, 0.080, 0.072, 0.070, 0.084, 0.106, 0.092, 0.082, 0.079, 0.111, 0.098, 0.061, 0.089]}

***

(2)
{"formula": "CHFO3", "method": "the ωB97M-V functional and the def2-TZVPD basis", "lumo_ha": [0.0180, -0.0945], "largest_force_ev_per_a": 4.82, "homo_lumo_gap_ev": [7.6, 8.9], "spin_multiplicity": 3, "elements": ["F", "O", "O", "O", "C", "H"], "positions_angstrom": [[-0.799071, 1.255578, -0.015065], [1.467419, -0.022174, 0.529897], [-2.149833, -0.543050, -0.218207], [0.573970, -0.916311, 0.010051], [-1.161628, 0.033565, -0.104028], [2.069145, 0.192390, -0.202649]], "atomic_forces_ev_per_a": [[-0.65, 3.25, 0.16], [-1.17, -1.07, -0.46], [-2.68, 0.22, -0.14], [4.75, -0.43, 0.75], [-0.43, -1.64, -0.23], [0.19, -0.33, -0.08]], "lowdin_charge": [0.161, 0.013, 0.189, -0.054, -0.429, 0.121]}

***

(3)
{"formula": "C4H7N3", "method": "the ωB97M-V functional and the def2-TZVPD basis", "lumo_ha": 0.0402, "largest_force_ev_per_a": 0.35, "homo_lumo_gap_ev": 8.9, "spin_multiplicity": 1, "elements": ["N", "N", "N", "C", "C", "C", "C", "H", "H", "H", "H", "H", "H", "H"], "positions_angstrom": [[1.503531, -0.863756, -1.525017], [-0.399610, -1.499434, -0.050332], [-1.034090, 1.526993, 1.688742], [-0.349360, 0.860607, -0.652692], [0.423537, -0.454747, -0.694747], [-0.431457, 0.797051, 0.692238], [0.348824, -0.502528, 0.774812], [-0.880334, 1.430359, -1.407300], [0.184441, -2.343159, -0.052953], [-1.749965, 2.168496, 1.375025], [-1.315852, 1.000759, 2.504020], [1.135121, -1.182168, -2.417911], [2.097310, -0.063662, -1.725225], [1.114768, -0.806882, 1.479679]], "atomic_forces_ev_per_a": [[-0.07, 0.12, -0.12], [-0.05, -0.16, -0.07], [-0.14, -0.09, -0.04], [-0.14, 0.08, 0.09], [0.10, 0.01, -0.02], [0.01, 0.04, -0.16], [0.22, 0.10, 0.25], [0.04, -0.08, 0.09], [-0.12, 0.08, 0.00], [0.09, -0.07, 0.06], [0.10, 0.05, -0.10], [0.08, 0.01, 0.07], [0.00, -0.13, 0.07], [-0.11, 0.05, -0.13]], "lowdin_charge": [0.088, 0.103, 0.109, 0.030, -0.521, -0.301, -0.167, 0.085, 0.088, 0.094, 0.094, 0.079, 0.081, 0.138]}